ORCA calculation (ωB97M-V with the def2-TZVPD basis set) on a 2-piece molecular cluster, C2H8OS overall in a non-equilibrium geometry.

Computed properties:
- HOMO (eV) = -9.377
- lowest unoccupied orbital energy (eV) = 0.8604
- spin multiplicity = 1
- total energy (eV) = -15085.828

Each line ends with the Löwdin charge.
Element x y z (Å)
S  -2.0620  2.2265  1.2342  0.494
H  -2.2133  1.5833  0.0582  -0.221
H  -0.8452  2.6387  0.9290  -0.229
C  1.0872  -0.2312  -0.1861  -0.306
O  0.1778  0.8367  -0.4851  -0.144
C  0.3726  -1.5662  -0.0857  -0.085
H  1.6927  0.0224  0.6742  0.105
H  1.8377  -0.1858  -1.0050  0.113
H  -0.5987  0.3926  -0.8305  0.045
H  -0.3693  -1.5888  0.7073  0.078
H  1.0768  -2.3834  0.0239  0.073
H  -0.1562  -1.7450  -1.0344  0.080